1.
Entry from OMol25: a molecular structure, C33H48Br30ClNO4P2 in a non-equilibrium geometry (the ωB97M-V functional and the def2-TZVPD basis).

Output
HOMO-LUMO gap   7.4 eV
Calculated total energy   -2177029.86734 eV
Spin multiplicity   1
HOMO level   -0.288 hartree
LUMO energy   -0.460 eV

CARTESIAN COORDINATES (ANGSTROEM)
Br1 7.2364 1.4544 -1.4245
Br2 4.4721 -0.9393 7.5215
Br3 -5.5795 4.5749 5.0171
Br4 1.8971 5.8171 -2.9067
Br5 0.1410 -5.9080 -6.8853
Br6 1.5070 4.9456 0.1711
Br7 -1.8905 -7.8546 -8.4563
Br8 -4.5809 -0.1026 7.7295
Br9 4.3763 2.5276 6.1524
Br10 8.8205 9.5042 -1.8216
Br11 -6.4858 1.4842 5.1178
Br12 6.7367 -0.6964 0.9225
Br13 4.4641 5.4969 -0.9850
Br14 5.8059 8.6827 -2.6100
Br15 -0.4519 -5.4296 -10.0165
Br16 -2.1034 -2.8783 -7.4294
Br17 -1.0494 0.7568 -9.4997
Br18 7.4481 -0.8111 8.7509
Br19 4.8945 -0.8745 10.7156
Br20 7.8341 -1.6688 -1.9471
Br21 -4.7901 -3.6202 -9.0469
Br22 -3.7822 3.0026 8.0519
Br23 2.2325 1.0242 4.2739
Br24 -4.7357 -1.0475 -7.1070
Br25 -8.5941 3.7534 4.2286
Br26 1.2256 2.7833 6.7791
Br27 1.7435 -0.0716 -8.1218
Br28 -6.2528 1.7919 9.7295
Br29 0.1617 -2.1938 -9.9600
Br30 7.9142 6.4135 -1.7209
Cl1 -1.6858 2.4208 2.1745
P1 1.9864 0.6990 -0.4869
P2 -1.3435 -4.2377 -3.3343
O1 -0.4873 0.3276 0.3979
O2 -1.9817 -5.1982 -2.0121
O3 0.2661 -2.7939 -1.4550
O4 -2.7757 0.7430 -0.4765
N1 -2.4758 -2.9076 -3.7215
C1 2.5823 2.5704 5.4014
C2 0.9375 -0.6978 2.6782
C3 -7.0456 3.3352 5.3293
C4 -2.7831 -3.9436 1.4002
C5 0.5155 -0.5506 -0.0848
C6 1.6212 1.6707 -2.0857
C7 0.3154 -3.3924 -2.7980
C8 1.1620 -1.3815 1.1666
C9 2.5792 5.9662 -1.0910
C10 -0.4285 -5.8834 1.5725
C11 2.0545 -2.7420 1.1537
C12 1.5860 -1.4170 4.0409
C13 2.7005 -3.4769 2.4944
C14 7.8031 -0.2315 -0.6366
C15 -3.9225 0.6027 2.2514
C16 0.3442 -1.3242 -1.4954
C17 2.4697 -2.8025 3.9712
C18 -1.8324 3.9606 -2.5842
C19 -1.8708 3.1142 -1.1717
C20 -4.7988 1.8940 1.7184
C21 -4.5183 1.4290 8.9272
C22 -4.0484 -2.8390 -7.4271
C23 5.5841 -0.3074 8.9873
C24 -2.4086 -1.5065 0.4407
C25 0.5662 -0.3163 -9.6509
C26 -0.3013 -6.7403 -8.5870
C27 -2.2256 -2.4131 1.7763
C28 -1.8628 0.0203 0.4647
C29 -2.1297 1.4957 -1.5096
C30 7.3544 8.2645 -1.5094
C31 -2.3290 0.6534 1.9517
C32 3.6403 -0.2497 -0.5394
C33 -1.6209 -5.1005 1.6284
H1 -3.0918 -3.9672 0.2508
H2 2.2849 -3.2514 0.1263
H3 -3.7402 -4.2346 2.0225
H4 7.0477 8.3885 -0.4655
H5 0.3639 0.3031 2.8668
H6 2.9480 -3.2898 4.9243
H7 -1.1306 1.1142 -1.9640
H8 -1.1525 -2.4850 2.2242
H9 2.5785 2.3536 -2.2887
H10 0.7271 2.4029 -1.8984
H11 -2.8898 1.5360 -2.4336
H12 0.5697 -2.6357 -3.6654
H13 -5.9115 1.7069 2.1090
H14 1.4381 -0.9020 5.0935
H15 -2.8240 3.4725 -0.5663
H16 -0.7664 4.4125 -2.7973
H17 0.6473 -6.3828 1.4407
H18 0.5323 -7.4015 -8.8458
H19 -3.5908 -1.4294 0.2655
H20 -4.3798 -3.4628 -6.5904
H21 -0.8791 3.2383 -0.5316
H22 5.5439 0.7867 8.9703
H23 -2.0583 -2.1721 -0.4758
H24 -7.3523 3.4592 6.3731
H25 3.5110 -1.3654 -0.9315
H26 2.5260 3.4546 4.7579
H27 1.2082 -1.0776 -2.2825
H28 -2.9839 -2.0148 2.6053
H29 -2.1474 3.2912 -3.5161
H30 -2.0985 -1.9680 -3.4692
H31 4.4878 0.2548 -1.1686
H32 -3.8364 1.1690 9.7435
H33 -4.4947 -0.3590 1.9162
H34 2.4952 7.0194 -0.8034
H35 -1.5191 -4.8636 -1.1778
H36 1.4263 0.9747 -3.0086
H37 -4.4753 2.9243 2.1668
H38 -1.7966 0.0804 2.8540
H39 -3.3003 -3.0481 -3.0875
H40 1.1075 0.0435 -10.5321
H41 -4.0366 0.6305 3.4415
H42 8.8324 -0.0925 -0.2900
H43 -4.8989 1.8991 0.5320
H44 1.1334 -4.2406 -2.7775
H45 4.0343 -0.3154 0.5838
H46 -2.5676 4.8922 -2.5137
H47 -0.6569 -0.9936 -2.0576
H48 3.3281 -4.4854 2.3791

Cartesian forces (eV/Å) of the 2 atoms listed first:
Br 0.08 -0.39 0.16
Br 0.29 -0.01 0.40

---

2.
Entry from OMol25: 3 unconnected molecules or ions with the total composition C3H11NO3 in a non-equilibrium geometry (the ωB97M-V functional and the def2-TZVPD basis).

Output
HOMO-LUMO gap   9.9 eV
SMILES   CNC(C)=O.O.O
Calculated total energy   -10920.62475 eV
Spin multiplicity   1
HOMO level   -0.344 hartree
LUMO energy   0.563 eV

CARTESIAN COORDINATES (ANGSTROEM)
O1 1.3625 -1.0293 -0.7793
O2 -2.3006 -0.8251 1.3399
O3 0.0281 -3.1643 -0.1217
N1 0.0044 0.2657 0.2726
C1 1.5973 1.3456 -1.3392
C2 1.0637 0.1341 -0.5868
C3 -0.4836 1.6001 0.5828
H1 -0.8542 1.6674 1.6561
H2 -2.2480 -1.9263 1.2186
H3 1.3855 2.2456 -1.0988
H4 -2.8026 -0.7709 2.1229
H5 2.7276 1.3009 -1.4892
H6 0.2345 -2.3847 0.3255
H7 0.6507 -3.1181 -0.8604
H8 -0.4054 -0.4902 0.7171
H9 0.1497 2.3657 0.4607
H10 -1.2745 1.8434 -0.1053
H11 1.1649 0.9404 -2.3154

Cartesian forces (eV/Å) of the 2 atoms listed first:
O 2.01 -0.09 -1.23
O 1.03 -5.04 -1.80

---

3.
Entry from OMol25: 6 unconnected molecules or ions with the total composition C38H73NO12S2 in a non-equilibrium geometry (the ωB97M-V functional and the def2-TZVPD basis).

Output
HOMO-LUMO gap   9.1 eV
SMILES   CC(=O)OCCCCC[C@@]1(C[C@@H](O)CN)C(=O)O[C@H](S(C)(=O)=O)[C@H]1CCCS.C1CCOC1.C1CCOC1.C1CCOC1.C1CCOC1.C1CCOC1
Calculated total energy   -88312.92190 eV
Spin multiplicity   1
HOMO level   -0.336 hartree
LUMO energy   -0.051 eV

CARTESIAN COORDINATES (ANGSTROEM)
S1 -4.8535 -2.2696 -4.5442
S2 -3.4272 -3.8480 0.7041
O1 -2.3875 -1.3080 -4.9563
O2 4.2307 -2.4589 -1.2618
O3 3.1468 3.9907 7.0378
O4 5.8542 -3.2912 0.1269
O5 6.1651 1.3411 -0.6862
O6 -1.8501 0.9671 -5.5175
O7 -5.4256 -1.0867 -5.2791
O8 -9.2716 -1.5490 -3.3977
O9 0.0080 -5.2927 0.5471
O10 -1.2176 3.5878 -1.3478
O11 -4.7078 -3.4679 -5.4683
O12 4.1764 0.5214 3.4174
N1 -3.2949 1.7106 0.7150
C1 7.3890 3.3427 -0.3583
C2 0.6067 -0.0213 -1.9911
C3 -9.6873 -0.4296 -2.6030
C4 3.0418 1.9552 4.9254
C5 5.9930 3.7004 -0.8202
C6 2.0029 -6.4354 -0.0278
C7 4.4488 2.4737 4.7323
C8 -3.2201 2.3402 -0.6388
C9 0.9867 -7.4485 0.4520
C10 -1.7843 1.7308 -2.8436
C11 -9.3031 -1.1680 -4.7822
C12 -6.0946 -2.7745 -3.2550
C13 5.1560 1.2609 4.1598
C14 -3.6789 -0.9631 -1.2451
C15 -0.0062 -6.5738 1.1923
C16 2.0084 5.4216 8.5450
C17 -10.0388 0.1553 -4.8561
C18 -9.7011 0.7782 -3.5197
C19 1.9049 -1.0119 -2.0296
C20 4.4623 -1.3269 -2.1463
C21 -1.7739 2.2210 -1.3256
C22 -3.1884 -1.8221 -3.8389
C23 -2.4858 -1.3856 -0.2622
C24 3.2961 -0.2260 -2.0299
C25 -2.0112 0.0655 -4.6831
C26 5.5129 2.3907 -1.4133
C27 3.4153 5.9430 8.3534
C28 1.8449 4.5076 7.3465
C29 2.8759 1.0408 3.7271
C30 5.0111 -2.3766 -0.0746
C31 1.1282 -5.2402 -0.3493
C32 -0.5282 -0.7501 -2.8508
C33 -3.2461 -0.6281 -2.7466
C34 7.2078 1.9137 0.1157
C35 4.1248 4.7315 7.7813
C36 -1.8849 0.1473 -3.0567
C37 -2.2061 -2.9680 -0.4148
C38 4.8247 -1.2218 1.0122
H1 -1.0193 -6.9821 1.1750
H2 1.1582 3.6803 7.5406
H3 5.9880 1.5299 3.5045
H4 2.5183 1.5938 2.8510
H5 -9.7898 -1.9516 -5.3673
H6 2.2863 2.7402 4.9699
H7 -0.6462 3.7296 -0.5673
H8 -4.4440 -2.9297 0.9124
H9 4.4302 2.2698 -1.3403
H10 -4.3822 -1.8791 -1.3072
H11 1.7781 -1.7385 -2.9139
H12 2.9850 1.3730 5.8504
H13 4.7997 -0.2082 0.4917
H14 -4.0072 1.8857 -1.3521
H15 6.8830 1.8803 1.1616
H16 -9.7392 0.7617 -5.7123
H17 4.4475 3.2868 3.9983
H18 4.5038 4.0812 8.5772
H19 -2.8895 -1.2465 0.8109
H20 -10.6894 -0.6464 -2.2173
H21 -1.5535 -0.7357 -0.3346
H22 1.6537 -4.2901 -0.2264
H23 -4.3118 -0.1465 -0.7411
H24 3.8761 6.3122 9.2710
H25 0.5002 -7.9212 -0.4076
H26 -3.4292 2.4011 1.4597
H27 -1.1474 -3.2583 -0.0675
H28 5.3744 3.9692 0.0425
H29 -11.1177 -0.0199 -4.9215
H30 -6.7133 -1.8935 -2.8795
H31 1.4114 -8.2346 1.0784
H32 -9.0074 -0.3067 -1.7565
H33 3.4132 6.7560 7.6199
H34 -5.5449 -3.3232 -2.4208
H35 2.1878 0.2146 3.9220
H36 0.3462 0.0591 -0.8688
H37 -10.4083 1.5459 -3.2013
H38 3.3958 0.5103 -2.9067
H39 0.8436 1.0217 -2.3985
H40 -2.6522 2.2703 -3.3793
H41 -2.5057 1.0838 0.9029
H42 -1.0994 1.6297 -0.6237
H43 7.7775 4.0029 0.4189
H44 4.4242 -1.7373 -3.2145
H45 -6.7682 -3.5574 -3.7668
H46 4.9102 2.8421 5.6486
H47 3.4141 0.3386 -1.0332
H48 -3.4991 3.4514 -0.5195
H49 5.5101 -0.8613 -2.0306
H50 5.9632 4.5270 -1.5320
H51 1.4871 5.0601 6.4708
H52 5.6142 -1.2508 1.8407
H53 -2.4060 -3.3694 -1.4689
H54 1.8098 -1.6706 -1.0863
H55 -2.5289 -2.7124 -3.5171
H56 1.9517 4.8386 9.4700
H57 5.5346 0.6102 4.9556
H58 0.7411 -5.2956 -1.3730
H59 1.2508 6.2058 8.5892
H60 2.6917 -6.1865 0.7859
H61 -8.7033 1.2274 -3.5613
H62 8.0794 3.3701 -1.2076
H63 -0.8183 -1.7588 -2.4075
H64 2.5916 -6.7738 -0.8818
H65 -4.0600 0.0810 -3.1203
H66 0.2932 -6.4272 2.2354
H67 -8.2681 -1.0674 -5.1261
H68 3.7921 -1.3840 1.4934
H69 4.9567 5.0021 7.1269
H70 8.1179 1.3187 0.0148
H71 -0.8288 2.0876 -3.3527
H72 5.8041 2.3003 -2.4654
H73 -0.0659 -0.9813 -3.8835

Cartesian forces (eV/Å) of the 2 atoms listed first:
S -2.47 -1.17 -5.06
S 0.04 0.07 -0.08

---

4.
Entry from OMol25: C7H12 in the gas phase in a non-equilibrium geometry (the ωB97M-V functional and the def2-TZVPD basis).

Output
HOMO-LUMO gap   9.9 eV
SMILES   C=C(C)C/C=C/C
Calculated total energy   -7451.67060 eV
Spin multiplicity   1
HOMO level   -0.325 hartree
LUMO energy   1.074 eV

CARTESIAN COORDINATES (ANGSTROEM)
C1 -1.8292 0.5850 0.0770
C2 1.8236 -2.1469 0.6253
C3 -0.8525 0.1746 -0.7344
C4 -0.0776 -1.1613 -0.6130
C5 1.2517 -1.0851 0.0563
C6 1.8976 0.2932 -0.0177
C7 -2.1877 2.0301 0.3165
H1 1.3941 0.9757 0.7094
H2 -0.7592 -1.8769 -0.1157
H3 -2.3074 -0.2050 0.6233
H4 -0.5199 0.7413 -1.6160
H5 -3.0359 2.0063 0.9941
H6 1.2400 -3.0611 0.7167
H7 -2.4836 2.5367 -0.6109
H8 0.1537 -1.4058 -1.6597
H9 1.9357 0.8949 -0.9336
H10 -1.3055 2.6004 0.5989
H11 2.9135 0.1977 0.3799
H12 2.7488 -2.0936 1.2035

Cartesian forces (eV/Å) of the 2 atoms listed first:
C 1.23 0.00 -0.81
C -0.49 0.40 0.60

---

5.
Entry from OMol25: C4H8N2O in the gas phase (the ωB97M-V functional and the def2-TZVPD basis).

Output
HOMO-LUMO gap   7.7 eV
SMILES   [H]/N=C(N)/C=C(\C)O
Calculated total energy   -9302.66485 eV
Spin multiplicity   1
HOMO level   -0.262 hartree
LUMO energy   0.612 eV

CARTESIAN COORDINATES (ANGSTROEM)
O1 -0.7849 -1.4684 -1.0480
N1 2.6378 0.4610 0.7318
N2 0.3692 -0.4859 1.1414
C1 -1.8351 0.5419 -0.4605
C2 0.7380 0.4102 -0.8610
C3 -0.5522 -0.2099 -0.6305
C4 1.4586 0.1896 0.3185
H1 -2.6625 -0.1132 -0.1890
H2 0.6192 -1.3966 1.5232
H3 2.7708 0.2230 1.7108
H4 0.0674 -1.7985 -1.3814
H5 -2.0629 1.0012 -1.4284
H6 0.0491 0.1141 1.8965
H7 -1.7201 1.3433 0.2657
H8 0.9075 1.1881 -1.5889

Cartesian forces (eV/Å) of the 2 atoms listed first:
O 0.12 0.29 0.12
N -0.18 -0.04 -0.01

---

6.
Entry from OMol25: a molecular structure, C4H11ClIrNO3Pd in a non-equilibrium geometry (the ωB97M-V functional and the def2-TZVPD basis).

Output
HOMO-LUMO gap (spin up / spin down)   6.0 / 7.9 eV
Calculated total energy   -30783.38759 eV
Spin multiplicity   9
HOMO level (spin up / spin down)   -0.227 / -0.394 hartree
LUMO energy (spin up / spin down)   -0.178 / -2.820 eV

CARTESIAN COORDINATES (ANGSTROEM)
Ir1 0.5108 -0.7709 0.3486
Pd1 -1.3352 1.2353 -0.3289
Cl1 -1.5460 -1.1626 -0.7315
O1 2.1946 -3.8344 2.0639
O2 1.2180 -1.7215 1.7248
O3 -0.0337 -3.7763 2.1169
N1 1.0871 -3.3614 1.9703
C1 -2.2112 1.4246 1.5230
C2 -0.8522 1.4532 -2.2677
C3 1.7645 -0.6678 -1.1847
C4 0.6382 1.1397 0.4008
H1 1.2663 -0.9791 -2.1159
H2 1.2887 1.6694 -0.3247
H3 -0.9279 2.5273 -2.4932
H4 -3.1081 0.7859 1.5390
H5 -1.5638 0.8679 -2.8734
H6 -1.4720 1.0972 2.2634
H7 0.5857 1.6093 1.4070
H8 0.1740 1.0869 -2.4010
H9 -2.4690 2.4880 1.6325
H10 2.2508 0.3034 -1.3389
H11 2.5406 -1.4141 -0.9299

Cartesian forces (eV/Å) of the 2 atoms listed first:
Ir -2.25 -1.07 0.03
Pd -0.38 -0.43 0.47

---

Q: Which formula does entry 6 have?
A: C4H11ClIrNO3Pd